{
  "formula": "C36H80N8O28",
  "method": "wB97M-V/def2-TZVPD",
  "elements": ["H", "H", "C", "O", "H", "H", "H", "H", "O", "H", "O", "O", "C", "O", "O", "H", "C", "H", "H", "C", "C", "C", "C", "N", "H", "H", "H", "H", "H", "H", "H", "C", "C", "O", "N", "H", "H", "N", "C", "H", "C", "C", "C", "O", "C", "H", "H", "C", "H", "H", "O", "H", "H", "H", "O", "H", "H", "C", "H", "O", "H", "O", "H", "H", "C", "H", "H", "O", "C", "C", "C", "H", "O", "H", "C", "N", "H", "H", "H", "H", "H", "H", "H", "C", "O", "H", "H", "H", "C", "H", "H", "H", "C", "C", "H", "H", "C", "C", "C", "H", "N", "C", "H", "N", "H", "C", "H", "H", "C", "H", "N", "C", "H", "H", "O", "H", "H", "H", "H", "H", "H", "O", "O", "O", "H", "H", "O", "O", "H", "C", "H", "C", "O", "O", "H", "O", "H", "O", "O", "C", "H", "C", "H", "N", "O", "H", "H", "H", "H", "O", "H", "H"],
  "coordinates": [[13.72291, -15.74803, -18.73462], [15.56654, -14.98844, -10.20914], [4.51958, -11.88880, -18.91893], [10.13053, -17.75053, -13.84610], [5.31086, -7.28760, -16.70122], [2.29953, -13.73892, -14.86851], [5.55035, -13.99069, -13.61436], [10.52300, -18.17337, -10.06061], [3.26498, -12.96516, -21.12897], [2.16256, -12.45894, -16.08860], [3.96098, -4.33475, -16.90015], [13.62144, -14.80738, -9.54313], [3.65725, -12.03147, -14.45460], [9.35361, -19.64002, -12.85590], [14.80356, -14.76219, -15.17471], [12.22223, -9.69568, -12.03071], [6.25956, -15.03251, -15.23803], [3.11422, -11.17282, -24.02356], [11.54127, -18.07043, -7.08733], [15.26250, -9.47002, -11.50747], [2.44674, -11.04324, -23.17163], [9.78880, -12.05579, -16.01657], [17.53652, -15.57673, -14.76072], [6.34679, -14.21843, -14.19222], [7.47830, -12.16796, -11.65255], [10.35398, -15.53080, -13.26554], [10.90257, -13.01922, -13.77324], [2.16921, -4.03819, -17.68869], [1.58425, -12.26482, -14.41899], [4.54548, -12.51421, -14.86216], [0.85473, -10.30878, -24.35524], [7.06797, -6.88701, -19.11435], [17.39889, -11.92425, -12.26390], [12.13651, -15.60643, -11.02548], [7.24277, -14.76008, -16.07910], [14.32557, -14.73292, -11.52049], [13.28684, -15.59365, -7.11599], [10.55820, -12.35802, -20.40251], [8.41427, -18.05792, -10.76865], [3.71499, -12.07653, -13.36707], [11.54554, -13.10207, -14.64950], [3.38489, -11.73251, -21.00807], [19.63753, -12.69908, -11.95003], [4.22880, -3.91913, -19.16960], [14.64131, -14.49393, -10.50496], [20.70181, -12.46783, -11.90616], [14.97244, -11.29318, -12.56786], [9.53169, -18.14150, -9.60851], [8.69263, -11.14595, -11.16689], [19.25170, -16.88907, -15.10458], [5.32545, -15.71759, -15.35907], [11.68754, -14.09845, -15.06802], [3.73037, -12.47173, -18.44411], [9.54894, -17.37640, -8.83235], [4.08188, -11.12456, -20.00962], [12.68149, -11.20710, -14.22584], [2.27964, -4.19078, -15.90681], [9.43966, -18.41022, -12.94051], [7.73326, -17.25135, -10.49707], [11.04793, -12.24109, -15.72151], [7.20319, -13.71778, -14.00242], [8.95687, -17.57730, -11.96901], [14.18534, -9.56133, -11.36789], [13.65561, -16.97706, -7.88429], [11.93609, -17.16891, -6.61885], [6.35424, -7.71024, -19.14552], [10.81126, -12.14355, -11.12360], [16.64314, -16.02982, -15.74841], [8.47313, -10.41526, -17.25739], [10.07137, -16.26376, -14.02118], [12.56976, -15.56399, -9.88550], [7.77816, -11.09242, -17.75395], [16.93252, -10.72230, -12.63615], [13.72239, -12.38752, -14.84217], [6.55533, -5.46772, -18.99055], [11.38759, -9.13727, -12.13868], [9.61503, -19.11276, -9.12085], [6.47173, -7.94734, -15.57045], [12.82150, -15.72095, -17.23302], [5.04613, -11.34145, -18.13711], [2.71460, -2.64751, -16.81013], [7.87080, -14.02321, -15.79152], [6.09887, -5.29699, -19.96554], [4.65257, -4.28400, -18.07996], [8.52837, -14.18762, -11.98772], [17.37754, -16.02134, -13.77830], [17.46709, -14.51000, -14.54776], [7.42512, -15.57669, -16.64479], [10.49354, -9.23881, -11.18329], [12.58547, -17.39627, -5.77344], [13.18971, -12.67635, -13.29409], [19.66193, -15.26348, -14.56155], [2.71765, -3.73741, -16.79603], [2.38391, -12.66607, -15.04161], [7.41779, -4.80755, -18.89863], [11.43265, -14.83053, -21.77027], [13.75713, -15.41114, -17.69855], [5.41381, -7.72340, -15.70745], [1.50185, -9.91120, -23.57340], [5.14063, -7.02524, -14.91622], [10.30218, -12.98897, -11.33853], [9.05607, -13.11669, -11.67982], [11.12402, -16.48356, -6.37610], [8.46485, -11.96151, -11.71742], [8.63624, -8.70323, -10.97223], [18.98437, -15.83621, -15.19479], [0.90721, -9.39447, -22.82008], [15.40919, -8.39593, -11.62114], [15.58298, -10.39371, -12.64718], [7.81093, -6.99901, -18.32468], [9.40674, -8.69073, -11.62513], [15.34907, -15.59711, -15.86909], [9.33772, -8.29397, -12.55137], [19.09206, -15.58319, -16.24953], [4.59079, -8.89220, -15.60605], [15.49849, -9.84464, -13.58499], [14.95448, -13.47969, -10.25729], [10.76503, -11.83712, -19.56228], [13.69469, -14.32472, -17.63617], [2.06777, -9.14366, -24.10133], [5.16445, -12.71413, -19.22071], [8.80166, -12.60538, -15.66885], [11.81790, -13.90769, -19.52798], [3.12213, -10.78300, -22.00032], [11.04678, -8.59980, -12.92294], [10.88148, -16.04143, -14.71573], [5.67337, -5.14501, -17.91174], [18.71147, -11.74855, -12.38067], [9.10886, -15.89146, -14.37200], [11.24133, -13.40289, -20.43632], [8.76098, -9.54873, -17.85268], [12.76667, -16.39555, -7.63991], [10.74010, -9.85227, -10.16046], [14.95826, -15.95744, -17.06767], [7.94246, -9.93452, -16.43557], [9.72612, -11.05565, -16.86545], [10.73030, -13.89958, -11.25132], [3.82215, -10.69360, -14.94764], [12.04473, -16.10250, -8.80792], [12.81768, -12.28843, -14.24236], [19.64750, -13.45824, -12.73212], [4.89602, -9.95963, -14.83406], [7.91598, -19.02276, -10.86295], [11.13513, -13.87359, -21.64438], [5.95975, -10.10938, -14.15650], [1.88277, -11.97590, -23.15805], [10.29569, -13.64653, -22.15807], [7.66799, -7.00410, -20.01677], [19.35136, -13.19917, -11.02477], [16.80253, -12.90638, -11.81256], [9.78785, -12.07404, -20.99073], [15.54316, -9.83948, -10.52115]],
  "forces_ev_per_angstrom": [[0.4, 0.1, 0.3], [-0.2, -0.8, -0.3], [0.0, -2.2, 0.5], [0.0, 1.9, -0.8], [-0.4, -0.1, 0.3], [0.6, -0.1, 0.0], [-0.3, -0.4, 0.3], [0.0, 0.7, -0.4], [-0.3, 3.6, 0.6], [0.4, 0.2, 0.1], [3.0, 0.3, -0.6], [0.3, -0.6, 0.3], [1.1, -0.6, -1.2], [0.2, 2.9, -0.9], [0.1, -1.1, 0.3], [0.0, 0.5, -0.7], [1.8, 1.5, -2.0], [0.6, 0.0, 0.2], [0.0, -0.1, 0.3], [-1.8, 0.0, 0.9], [-1.8, -0.9, -1.6], [1.6, 1.5, -1.1], [1.0, 0.8, 1.2], [0.0, 2.8, 3.6], [-0.4, 0.7, -0.3], [-0.2, -1.2, 1.4], [-0.4, -0.5, -0.3], [-0.5, 0.0, 0.1], [-0.4, 0.2, -0.4], [0.2, -0.6, 0.1], [-0.3, -0.1, 0.2], [0.8, -0.2, 1.2], [-0.3, -0.6, 1.4], [-0.2, -0.5, 1.3], [0.2, -1.5, -0.6], [0.2, 0.4, 0.1], [-0.8, 1.0, -0.4], [-3.6, 7.9, 3.3], [1.0, 0.1, 2.4], [-0.3, 0.2, 0.0], [1.1, 2.3, -0.1], [1.2, -2.3, -2.2], [0.0, -2.8, -0.5], [1.0, 0.5, 2.3], [0.5, 0.4, 0.8], [-0.4, 1.5, 0.1], [0.0, 0.0, -0.4], [0.2, -0.8, -1.2], [0.7, -0.4, 0.1], [-0.1, 0.0, 0.1], [-3.8, -3.5, -0.2], [0.2, 0.2, 0.4], [-0.6, 0.5, 0.0], [-0.4, 0.2, -0.4], [-1.0, 0.9, -0.9], [-0.7, -0.1, 0.4], [-0.1, 0.5, -0.1], [-0.4, -2.2, 3.1], [-0.3, -0.4, 0.1], [-0.4, -0.3, -0.2], [0.6, 0.4, 0.6], [0.6, 0.3, -2.0], [-0.4, 0.2, -0.2], [-0.1, -0.5, -0.6], [-0.1, 0.8, -1.4], [-0.3, 0.3, 0.3], [-0.4, 0.0, 0.2], [-1.3, -0.7, -0.4], [0.3, 0.1, 0.6], [0.7, -0.2, -0.3], [1.0, 1.5, -0.9], [0.3, 0.0, -0.2], [1.2, -1.1, -0.1], [-0.4, -0.5, -0.7], [-0.1, 0.6, -1.9], [2.4, 0.1, -1.7], [-1.0, -0.2, 0.2], [0.0, -0.3, 0.1], [0.2, -0.5, 0.3], [-0.3, 0.7, -0.5], [0.3, 0.0, 0.4], [1.1, -0.1, -0.8], [-0.5, 0.7, 0.3], [-2.4, -2.3, -1.7], [-0.8, -0.4, -0.6], [-0.4, -0.4, -0.1], [-0.6, 0.2, -0.5], [0.7, 0.6, -0.7], [2.4, -1.5, 0.3], [-0.3, 0.0, 0.0], [-0.3, 0.2, 0.4], [0.0, 0.1, -0.2], [-1.4, 0.0, -1.0], [-0.3, 0.7, 1.2], [0.0, 0.0, -0.1], [0.0, 0.0, -0.1], [-0.2, 0.2, 0.7], [0.7, -0.1, 0.5], [0.4, 0.4, -0.7], [-0.2, 0.1, -0.2], [3.3, -2.1, 0.6], [1.1, -0.6, 0.1], [-0.2, -0.4, 0.6], [-4.7, 2.7, -0.5], [-0.3, 0.5, -0.5], [-0.7, -0.6, -0.3], [0.1, -0.5, 0.3], [0.7, -0.3, -0.1], [-0.3, 0.5, 0.2], [-0.1, -0.7, 0.3], [-4.8, 1.3, 1.1], [1.6, 2.6, -0.2], [-0.5, -0.1, 0.6], [0.2, 0.3, 0.1], [0.5, -0.3, 0.0], [-0.7, -0.3, -0.2], [-0.7, 0.3, -0.8], [-0.8, 0.5, 0.0], [0.6, 0.0, -0.1], [0.1, 0.2, 0.2], [0.4, 0.2, -0.5], [-2.4, -2.2, 2.0], [2.3, -1.1, 2.6], [1.4, -0.5, 3.9], [1.6, -0.5, -0.4], [-0.4, -0.7, -0.7], [0.6, -0.3, 0.6], [0.6, 1.0, 0.1], [-0.1, -0.7, -0.2], [0.6, -3.3, -1.0], [0.2, -0.5, -0.5], [2.3, -1.0, 1.4], [-1.0, -0.4, 1.1], [-1.0, -0.9, -1.1], [0.2, -0.5, 0.6], [0.0, 1.9, -1.2], [0.9, 0.1, 0.2], [-1.3, -0.8, 0.4], [-1.7, -0.4, -0.5], [0.8, -1.2, 0.1], [-0.1, -0.5, 0.1], [3.0, 1.7, 1.3], [0.0, 0.2, -0.3], [0.5, -3.9, -4.6], [-3.6, -0.2, -2.3], [0.0, -0.1, 0.6], [0.4, 0.0, -0.2], [-0.2, 0.5, -0.3], [-0.2, 0.2, 0.1], [1.0, 2.1, -1.3], [0.6, -0.1, 0.1], [0.8, 0.1, -0.2]],
  "lowdin_spin": [0.000, 0.000, 0.000, 0.000, 0.000, 0.000, 0.009, 0.000, 0.000, 0.000, 0.000, 0.000, 0.007, 0.000, 0.000, 0.000, 0.062, 0.000, 0.000, 0.000, 0.000, 0.000, 0.000, 0.637, 0.000, 0.000, 0.000, 0.000, 0.001, 0.004, 0.000, 0.000, 0.000, 0.000, 0.043, 0.000, 0.000, 0.000, 0.000, 0.000, 0.000, 0.000, 0.000, 0.000, 0.000, 0.000, 0.000, 0.000, 0.000, 0.000, 0.151, 0.000, 0.000, 0.000, 0.000, 0.000, 0.000, 0.000, 0.000, 0.000, 0.008, 0.000, 0.000, 0.000, 0.000, 0.000, 0.000, 0.000, 0.000, 0.000, 0.000, 0.000, 0.000, 0.000, 0.000, 0.000, 0.000, 0.000, 0.000, 0.000, 0.000, 0.000, 0.000, 0.000, 0.060, 0.000, 0.000, 0.002, 0.000, 0.000, 0.000, 0.000, 0.000, 0.002, 0.000, 0.000, 0.000, 0.000, 0.000, 0.000, 0.003, 0.006, 0.000, 0.001, 0.000, 0.000, 0.000, 0.000, 0.000, 0.000, 0.000, 0.000, 0.000, 0.000, 0.000, 0.000, 0.000, 0.000, 0.000, 0.000, 0.000, 0.000, 0.000, 0.000, 0.000, 0.000, 0.000, 0.000, 0.000, 0.000, 0.000, 0.000, 0.000, 0.000, 0.000, 0.000, 0.000, 0.004, 0.000, 0.000, 0.000, 0.000, 0.000, 0.000, 0.002, 0.000, 0.000, 0.000, 0.000, 0.000, 0.000, 0.000],
  "multiplicity": 2,
  "mol_weight_g_mol": 1073.06,
  "energy_ev": -107869.06575,
  "largest_force_ev_per_a": 9.32,
  "total_charge": 1
}



{
  "formula": "C2H6NO2P",
  "method": "wB97M-V/def2-TZVPD",
  "elements": ["H", "H", "N", "P", "O", "O", "H", "H", "C", "H", "H", "C"],
  "coordinates": [[-0.44164, -1.39169, 0.10002], [1.14367, 2.36060, -0.20542], [-2.16378, -0.41323, -0.40926], [1.38318, 0.96139, -0.04495], [-1.37686, 0.76724, -0.90189], [-3.10678, 1.66692, 0.48762], [1.29392, 0.80386, -1.33365], [2.74179, 1.47456, -0.13612], [-2.38913, 0.89258, -0.02053], [-1.77181, -2.37011, -0.20203], [-1.69148, -1.38665, 1.46506], [-1.47950, -1.46816, 0.26885]],
  "forces_ev_per_angstrom": [[1.3, 0.3, 0.1], [-0.8, -0.3, 0.3], [-1.9, 0.1, -0.2], [1.4, 1.8, 2.8], [0.5, 1.4, 0.1], [0.3, 0.3, 0.5], [-0.2, -0.6, -3.1], [-0.3, -0.9, 0.1], [0.3, -1.5, -1.2], [-0.6, -1.1, 0.1], [0.5, -0.6, -2.9], [-0.6, 1.0, 3.5]],
  "nbo_charge": [0.231, 0.012, -0.203, 0.011, -0.384, -0.507, -0.025, -0.007, 0.887, 0.219, 0.211, -0.445],
  "multiplicity": 1,
  "mol_weight_g_mol": 107.05,
  "energy_ev": -17040.78940,
  "smiles": "CN1OC1=O.P",
  "largest_force_ev_per_a": 3.68,
  "total_charge": 0
}



{
  "formula": "CH9N4O",
  "method": "wB97M-V/def2-TZVPD",
  "elements": ["O", "C", "H", "H", "H", "N", "H", "H", "H", "H", "H", "N", "H", "N", "N"],
  "coordinates": [[1.33709, 0.95671, -0.31867], [1.50695, -0.23506, -0.25582], [-1.25009, -1.09661, -1.13660], [-0.96409, 0.41715, 0.61399], [3.58411, -0.24722, -0.22528], [-1.03285, 1.57757, 0.59818], [2.98501, -1.79455, -0.23238], [-0.17301, 2.12932, 0.28194], [-1.19768, 1.82784, 1.58821], [-1.85076, 1.90585, 0.10066], [-1.52645, -1.59046, 0.33652], [2.75392, -0.78949, -0.18453], [0.61679, -2.16490, -0.17378], [-0.96473, -0.94491, -0.14631], [0.31613, -1.28106, 0.08712]],
  "forces_ev_per_angstrom": [[-0.4, -0.4, -0.4], [-0.9, -1.6, 1.7], [0.2, 0.6, 0.5], [-0.2, 2.0, -1.6], [0.1, 1.0, -0.1], [0.8, 0.5, 2.0], [-0.9, 0.9, 0.1], [-1.2, -1.6, 0.3], [0.1, 0.2, -0.5], [-0.2, -0.2, -0.3], [-1.0, -0.9, 1.2], [-1.1, -2.2, -0.3], [0.3, -2.1, -0.7], [-1.4, 0.6, -2.1], [5.7, 3.1, 0.4]],
  "nbo_charge": [-0.646, 0.803, 0.368, 0.459, 0.427, -0.932, 0.413, 0.479, 0.422, 0.424, 0.388, -0.822, 0.363, -0.635, -0.511],
  "multiplicity": 1,
  "mol_weight_g_mol": 93.11,
  "energy_ev": -9183.72843,
  "largest_force_ev_per_a": 6.55,
  "total_charge": 1
}



{
  "formula": "C4H7NO",
  "method": "wB97M-V/def2-TZVPD",
  "elements": ["N", "H", "H", "C", "H", "H", "C", "O", "H", "H", "C", "H", "C"],
  "coordinates": [[0.88231, 0.32938, 1.10579], [0.48190, 1.08122, 1.66041], [-1.55638, -1.28352, -0.63781], [1.48170, 0.79130, -0.05956], [2.50215, 1.13889, -0.13044], [-1.94990, 0.19152, 0.23292], [-0.44425, 0.40651, -1.30970], [0.80470, 0.80063, -1.16983], [-0.60103, -0.94091, 1.82239], [-0.76426, 0.41256, -2.34199], [-0.09518, -0.73451, 0.87504], [0.45538, -1.63827, 0.59599], [-1.11705, -0.36520, -0.21897]],
  "forces_ev_per_angstrom": [[-0.1, 0.1, 0.1], [0.1, -0.1, 0.1], [0.0, 0.1, 0.1], [0.5, 0.0, 0.6], [-0.2, 0.0, 0.0], [0.1, 0.0, 0.0], [-0.5, -0.2, -0.1], [0.2, 0.2, -0.7], [0.1, 0.0, -0.2], [0.0, -0.1, 0.1], [-0.1, -0.1, 0.0], [-0.1, 0.1, 0.0], [-0.1, -0.1, 0.1]],
  "nbo_charge": [-0.655, 0.368, 0.216, 0.185, 0.172, 0.207, 0.005, -0.352, 0.205, 0.173, -0.223, 0.195, -0.494],
  "multiplicity": 1,
  "mol_weight_g_mol": 85.11,
  "energy_ev": -7795.70235,
  "largest_force_ev_per_a": 0.76,
  "total_charge": 0
}



- What is the multiplicity in the third record?
  1



- Which formula does entry 4 have?
  C4H7NO